ORCA calculation (ωB97M-V/def2-TZVPD) on a cluster of 13 separate species, C52H104O26S13 in total.

```
195
Properties=species:S:1:pos:R:3
S 6.46992 3.31583 4.35670
S 4.10386 3.11280 -6.45190
S -5.77784 1.42705 0.76220
S -0.63507 5.26530 1.64837
S -5.68790 -5.67648 -0.70823
S -2.40857 7.18140 -6.34105
S 2.87711 -0.90790 5.08420
S -0.28367 -0.40855 1.13290
S -6.73651 -0.63190 -4.50188
S -2.30935 -0.58068 8.27852
S 0.20371 -4.46600 2.91428
S 4.50781 -2.31834 -5.59540
S 7.20707 -3.32650 -0.52008
O 1.06972 -3.41706 2.33414
O 8.41525 -3.60602 -1.24185
O 7.05151 4.51726 4.88283
O -2.56218 0.33693 9.42520
O 4.74156 -1.22179 -4.66779
O -2.48546 -2.07969 8.37818
O 3.92603 1.83765 -7.10913
O 0.10202 -5.82483 2.30179
O -6.55296 -6.78668 -1.00891
O -3.21965 8.30356 -6.70154
O 2.82269 0.52878 4.82315
O -1.08244 -1.59185 0.75337
O -6.15799 -4.29210 -0.91331
O 1.79921 -1.61838 5.87117
O 5.46026 3.78006 -6.28362
O -7.79579 -1.52150 -4.04120
O 6.84645 2.03222 4.94758
O -4.99107 1.25028 -0.50612
O 5.27533 -3.58262 -5.47664
O 7.15705 -2.96004 0.88207
O -6.96341 0.62005 -5.24318
O -0.15208 4.32398 0.61274
O -1.10181 6.57193 1.27849
O -5.53010 2.53881 1.74949
O 0.20555 -0.13992 2.49838
O -1.69687 6.36543 -7.34139
C 6.85087 3.23655 2.57596
C -3.50296 -6.33271 0.65412
C -2.85501 5.91383 -3.98301
C -3.48790 6.09480 -5.44925
C 2.06545 4.70713 -5.58564
C 5.88875 -4.64912 -0.89748
C -1.50388 -3.75629 3.18639
C 5.53442 2.49329 2.12918
C 3.36243 -2.67625 -7.89802
C -1.31593 3.36633 3.33839
C -5.69980 -1.76229 -5.45870
C 6.31883 -1.98244 -1.49490
C 4.69000 -1.81814 3.26805
C 4.59761 -3.71179 -0.97676
C 3.54783 2.97158 -4.74249
C 2.22630 -2.87363 -6.93000
C -3.32780 0.16750 6.82299
C 4.33874 3.29718 2.73378
C -7.54721 1.24068 0.39194
C 1.29320 0.42934 -0.98959
C 5.24061 -2.21144 4.68377
C -5.72204 -0.11200 1.82874
C -1.22826 7.63135 -4.90010
C 4.61846 3.37298 4.23714
C -2.97767 -5.75061 -0.64378
C -4.06243 -5.98549 -1.65680
C 4.83684 -2.24842 -1.04177
C 1.32655 -0.53943 0.23116
C -1.95578 -4.50345 4.51268
C 0.10965 3.84287 3.82509
C -4.42677 -1.14204 -3.22999
C -0.15602 1.01138 -1.25953
C -6.72307 -0.96485 1.00331
C -2.29216 0.78923 5.85232
C -7.97314 -0.08684 1.06987
C 0.35805 5.22603 3.20616
C 2.73231 4.22025 -6.86254
C 3.17987 -1.84205 3.53124
C 2.69731 -2.76419 -5.47298
C -4.88854 -5.70400 0.92849
C -5.55807 -0.23509 -3.12713
C -0.80366 -4.18741 5.49882
C -4.85228 -2.27266 -4.19540
C -0.83486 1.12970 0.18438
C -0.90284 0.11656 6.03095
C -2.12735 7.16598 -3.67236
C 4.51497 -1.28173 5.71496
C 4.33859 -1.65147 -7.24497
C -0.62961 -0.23734 7.48827
C 2.04921 3.46282 -4.64804
C -1.98041 4.36029 2.44895
C 0.52027 -4.48800 4.72548
H 0.16988 5.95165 3.99747
H -0.75654 -0.70764 5.33281
H 5.59663 2.34403 1.05124
H 1.05577 5.08568 -5.74486
H 2.25212 -1.95454 -4.89473
H -1.92227 1.19876 0.21413
H -2.27393 4.99682 -3.88537
H 2.00825 3.67499 -7.46795
H -2.69329 3.98059 1.71702
H -2.47355 5.06104 3.12265
H 1.15493 -3.60246 4.75912
H -1.94939 3.08935 4.18107
H 2.52763 5.54318 -5.06075
H 5.20933 -3.30095 4.67548
H 1.43676 -2.21964 -7.30015
H -2.27339 1.80426 6.24915
H -2.56555 -4.74170 -0.66305
H 3.89139 -3.62926 -7.90704
H 1.96599 1.24185 -0.71522
H 5.00737 -0.79868 3.04877
H -6.27249 -2.48023 -6.04579
H 3.88772 2.03153 -4.30790
H 6.68930 -1.03805 -1.09618
H 4.15090 -1.81508 -1.76965
H 0.04836 3.83812 4.91335
H 1.60713 3.63364 -3.66646
H -1.04424 -4.78040 6.38119
H -4.08999 -1.52762 -2.26770
H 3.11888 4.97195 -7.55073
H -4.68626 -4.67471 1.22470
H -1.49533 7.12999 -2.78503
H -7.69097 0.85145 -0.61599
H -1.20662 2.38310 2.88079
H 4.23807 4.09645 1.99951
H 4.60976 -1.77541 -0.08637
H -2.82252 -4.14411 5.06742
H 3.04011 -2.67895 -8.93928
H 6.28542 -4.89503 -1.88251
H -8.15148 2.12024 0.61408
H -6.02663 0.14279 2.84383
H -0.56829 6.76479 -4.94012
H 5.09794 -0.36388 5.79106
H 5.57415 1.49528 2.56563
H -8.30309 0.09397 2.09287
H 6.09041 -5.46944 -0.20864
H 4.13096 2.54207 4.74708
H 6.87719 4.18493 2.03930
H 4.16288 3.65864 -4.16131
H -5.61484 -6.22995 1.54814
H -0.08173 -1.17043 7.61970
H -3.52758 -7.41916 0.56972
H 3.86846 -3.86998 -0.18214
H 1.83842 -3.87648 -7.10876
H 3.46851 2.66340 2.56309
H -4.71639 -0.52891 1.88301
H -3.74629 -0.72122 6.35062
H 6.52787 -2.21434 -2.53923
H 6.30487 -1.98274 4.73972
H 1.33571 2.67604 -4.89298
H -5.33831 -3.12274 -3.71660
H 3.89272 -0.67518 -7.05482
H 4.42716 -1.51844 6.77532
H 2.54950 -3.70584 -4.94425
H 2.13201 -0.32678 0.93410
H -0.71458 0.34639 -1.91824
H -4.03280 -5.43477 -2.59698
H -0.74171 8.60236 -4.99232
H 1.21592 -5.29254 4.96396
H 2.94145 -2.87308 3.79244
H -6.83162 -1.93044 1.49722
H -3.59447 -0.50473 -3.52868
H -1.33907 -2.68346 3.28624
H -2.08114 -5.56556 4.30217
H 4.16788 4.31450 4.55119
H -5.25403 -1.08795 -6.18991
H -6.18050 -0.35241 -2.24005
H -2.77865 8.03979 -3.65382
H 3.94759 -4.00932 -1.79959
H -0.08664 1.96857 -1.77632
H 1.77998 -0.07209 -1.82608
H -0.07462 0.78917 5.80791
H 4.99464 -2.45866 2.44039
H 5.33316 -1.52214 -7.67183
H -2.75065 -6.02020 1.37832
H 0.97155 3.25028 3.51840
H -3.51427 5.68186 -3.14654
H -4.01040 -7.04263 -1.91727
H 1.40435 5.24053 2.90096
H 2.45665 -1.48878 2.79622
H -3.96153 -2.88923 -4.31588
H -6.47704 -1.25385 -0.01848
H -3.63414 5.29425 -6.17440
H -0.03660 0.43369 8.10968
H -2.43600 0.91062 4.77869
H -2.02235 -3.99557 2.25792
H -4.16964 0.66588 7.30364
H -8.83088 -0.43370 0.49363
H -0.38711 1.99421 0.67452
H -5.25129 0.81082 -3.13546
H 7.80781 2.72679 2.68780
H 1.46971 -1.57022 -0.09300
H -0.77678 -3.13350 5.77566
H -4.41921 6.66115 -5.44950
H -2.05621 -6.23452 -0.96759
```

Calculated values
Gap between HOMO and LUMO = 0.350 Ha
Net charge = 0
Highest occupied orbital energy = -9.989 eV
Relative energy (zero: lowest compared OMol25 entry of this formula, charge and spin) = 1002.60 kJ/mol

Mulliken population analysis, charges in e, atoms 1 to 99:
1 S 1.071
2 S 1.000
3 S 1.009
4 S 0.985
5 S 0.952
6 S 1.105
7 S 1.178
8 S 0.700
9 S 1.127
10 S 1.101
11 S 0.987
12 S 1.074
13 S 0.982
14 O -0.290
15 O -0.661
16 O -0.688
17 O -0.648
18 O -0.550
19 O -0.630
20 O -0.587
21 O -0.733
22 O -0.657
23 O -0.647
24 O -0.470
25 O -0.616
26 O -0.496
27 O -0.690
28 O -0.661
29 O -0.641
30 O -0.598
31 O -0.450
32 O -0.694
33 O -0.506
34 O -0.691
35 O -0.487
36 O -0.688
37 O -0.711
38 O -0.003
39 O -0.639
40 C -0.747
41 C -0.243
42 C -0.474
43 C -0.649
44 C -0.228
45 C -0.816
46 C 0.001
47 C -0.648
48 C -0.806
49 C 0.783
50 C -0.858
51 C -0.961
52 C 0.680
53 C -0.603
54 C -0.726
55 C -0.688
56 C -0.896
57 C -0.022
58 C -0.622
59 C -0.871
60 C -1.069
61 C -0.599
62 C -0.281
63 C -0.415
64 C -0.511
65 C -0.718
66 C 0.348
67 C -0.268
68 C -0.833
69 C -0.151
70 C -0.252
71 C -0.749
72 C -0.247
73 C -0.697
74 C -0.812
75 C -0.722
76 C -0.799
77 C 0.229
78 C -0.456
79 C -0.522
80 C 0.010
81 C -0.277
82 C -0.627
83 C -0.290
84 C 0.958
85 C -0.747
86 C -0.815
87 C -0.550
88 C -0.831
89 C -0.660
90 C -0.923
91 C 0.404
92 H 0.329
93 H -0.645
94 H 0.576
95 H -0.031
96 H 0.240
97 H 0.653
98 H 0.188
99 H 0.374